# 1
A structure of composition C40H33FeN3O3P. Source: the OMol25 dataset; level of theory: ωB97M-V/def2-TZVPD.

XYZ file:
```
81
Properties=species:S:1:pos:R:3:forces:R:3
Fe -0.2444 -1.1365 1.6772 2.65 0.20 -0.38
C 1.1845 -3.6202 3.6777 -0.08 0.14 0.06
C 0.5232 -2.2859 3.9556 0.16 -0.19 0.03
C -0.7391 -2.2080 4.5523 -0.06 -0.02 -0.03
C -1.3364 -0.9801 4.8089 0.01 0.01 0.02
C -0.6938 0.2058 4.4616 -0.04 -0.08 0.08
C 0.5725 0.1578 3.8897 -0.08 -0.02 -0.02
C 1.1785 -1.0805 3.6517 0.03 -0.23 0.02
H 1.0770 -3.9123 2.6301 -0.01 0.04 0.01
H 0.7400 -4.4074 4.2857 0.01 0.04 -0.01
H 2.2516 -3.5766 3.8947 -0.02 0.01 0.01
H -1.2569 -3.1248 4.8126 0.03 0.06 0.00
H -2.3090 -0.9450 5.2874 0.06 -0.02 -0.04
H -1.1606 1.1602 4.6716 0.02 -0.03 -0.03
H 1.1012 1.0700 3.6433 -0.04 -0.02 -0.06
H 2.1877 -1.1171 3.2594 -0.03 0.05 -0.07
C -3.9241 4.3435 -3.3437 0.01 -0.01 -0.01
C -3.7506 2.9825 -3.5553 0.05 -0.05 0.07
C -3.0284 2.2269 -2.6388 0.01 0.04 -0.05
C -2.4844 2.8249 -1.5011 -0.17 0.00 0.14
C -2.6533 4.1951 -1.3027 -0.02 0.05 -0.08
C -3.3705 4.9493 -2.2228 0.04 -0.02 0.04
P -1.6799 1.6981 -0.3092 -0.02 -0.13 -0.12
C -0.7611 2.8226 0.7934 -0.01 -0.04 0.04
C 0.2981 3.5292 0.2224 0.10 0.05 0.12
C 1.0789 4.3690 1.0022 -0.02 -0.04 -0.03
C 0.8244 4.4950 2.3644 0.03 0.02 -0.03
C -0.2124 3.7800 2.9413 -0.03 -0.09 -0.02
C -1.0038 2.9442 2.1581 0.01 0.07 0.02
C -3.1238 1.2997 0.7960 0.07 -0.38 0.00
C -4.2269 2.1210 0.9554 -0.19 0.10 0.04
C -5.2990 1.7347 1.7539 0.03 0.00 -0.02
C -5.3074 0.5114 2.4371 -0.11 0.16 0.00
C -4.2363 -0.3311 2.3134 0.23 -0.03 -0.08
C -3.1555 0.0658 1.4965 -0.40 0.01 -0.24
H -4.4827 4.9363 -4.0584 0.02 -0.04 0.04
H -4.1740 2.5100 -4.4329 0.03 0.01 0.03
H -2.8789 1.1643 -2.8071 -0.04 0.05 0.00
H -2.2192 4.6775 -0.4348 -0.03 -0.01 0.01
H -3.5045 6.0119 -2.0617 0.03 -0.03 -0.01
H 0.5107 3.4196 -0.8364 0.00 0.04 0.03
H 1.8918 4.9237 0.5501 -0.03 -0.02 0.01
H 1.4326 5.1526 2.9733 -0.01 -0.02 -0.04
H -0.4121 3.8806 4.0018 -0.02 -0.01 -0.03
H -1.8199 2.3948 2.6173 0.05 0.10 -0.01
H -4.2580 3.0726 0.4402 -0.04 -0.02 0.00
H -6.1551 2.3943 1.8414 0.06 -0.02 0.01
H -6.1567 0.2298 3.0465 0.03 0.04 -0.04
H -4.2060 -1.2943 2.8061 0.01 0.03 -0.04
O 1.2774 0.0237 0.9030 0.07 0.15 0.01
C 1.5387 -0.8423 0.0072 -0.02 0.21 -0.03
N 2.4801 -0.7977 -0.9344 0.09 -0.01 -0.08
C 2.3706 -1.9683 -1.8157 -0.11 -0.14 0.18
C 1.1507 -2.6992 -1.1256 -0.03 -0.04 -0.08
O 0.6520 -3.7173 -1.5231 0.11 0.22 0.14
N 0.7839 -1.9478 -0.0216 -0.30 -0.37 0.17
C 1.9905 -1.5214 -3.2268 0.03 0.05 0.08
C 2.8359 -1.6696 -4.3166 0.06 0.04 -0.03
C 2.4609 -1.1882 -5.5686 0.02 -0.02 0.02
C 1.2422 -0.5512 -5.7376 0.00 0.00 0.00
C 0.3943 -0.3901 -4.6464 0.01 -0.01 0.04
C 0.7690 -0.8711 -3.4021 -0.09 -0.02 -0.05
C 3.5806 -2.8946 -1.7081 -0.14 0.12 -0.02
C 3.6058 -4.0784 -2.4427 -0.05 -0.11 -0.02
C 4.6767 -4.9515 -2.3272 -0.03 0.02 -0.01
C 5.7329 -4.6591 -1.4713 -0.04 -0.04 -0.03
C 5.7033 -3.4937 -0.7262 -0.02 0.07 0.02
C 4.6285 -2.6170 -0.8420 0.12 0.06 0.02
H 3.0291 0.0211 -1.1367 -0.04 0.00 -0.01
H 3.7955 -2.1550 -4.1945 -0.03 0.00 -0.02
H 3.1298 -1.3137 -6.4128 -0.04 0.01 0.07
H 0.9511 -0.1807 -6.7143 0.02 -0.03 0.08
H -0.5623 0.1069 -4.7692 0.08 -0.04 0.02
H 0.0972 -0.7474 -2.5563 0.02 0.01 -0.05
H 2.7713 -4.3257 -3.0880 0.05 0.02 0.00
H 4.6870 -5.8666 -2.9070 -0.02 0.04 0.03
H 6.5687 -5.3420 -1.3822 -0.03 0.02 -0.02
H 6.5191 -3.2594 -0.0529 -0.04 0.01 -0.02
H 4.6158 -1.7105 -0.2498 0.03 -0.04 -0.01
O -2.0044 -1.8450 1.9436 -1.28 -0.46 0.24
N -2.0997 -0.7824 1.2804 -0.69 0.50 -0.02
```
Positions in Å, forces in eV/Å.

The energy above the lowest of the compared OMol25 structures with the same formula, charge and spin is 68.1 kJ/mol. Its largest force on an atom is 2.68 eV/Å. The calculation puts the total energy at -3538.9017 hartree. As for the total charge: +1. Its HOMO energy (spin up / spin down) is -10.87 / -10.91 eV. The spin multiplicity is 5.

---

# 2
A cluster of 2 separate species, C2H6ClNO in total. Source: the OMol25 dataset; level of theory: ωB97M-V/def2-TZVPD.

XYZ file:
```
11
Properties=species:S:1:pos:R:3:forces:R:3
C 1.0119 -1.2030 -0.1993 -3.16 0.08 1.13
C -0.9101 0.9432 0.2778 0.29 0.80 -0.14
N -0.9677 -0.3289 -0.4271 4.64 0.38 -0.97
O -1.9666 1.7817 -0.1766 0.49 -0.40 -0.29
Cl -2.1776 -1.2476 0.1645 -1.28 -1.54 0.86
H 1.5814 -0.5751 0.5333 -0.65 -0.49 -1.10
H 0.6927 -2.1938 0.1966 0.20 0.96 -0.07
H 1.2912 -1.3178 -1.2357 0.16 0.65 -0.04
H -1.2138 0.8088 1.3437 1.30 0.30 -0.35
H 0.0891 1.4532 -0.0631 -1.48 -1.11 1.37
H -1.8013 1.7744 -1.1235 -0.50 0.36 -0.41
```
Positions in Å, forces in eV/Å.

The energy above the lowest of the compared OMol25 structures with the same formula, charge and spin is 438.8 kJ/mol. Its largest force on an atom is 4.75 eV/Å. The calculation puts the total energy at -669.8304 hartree. As for the total charge: 0. Its HOMO energy (spin up / spin down) is -8.78 / -8.78 eV.

---

# 3
A cluster of 2 separate species, C2H3F2IO2 in total. Source: the OMol25 dataset; level of theory: ωB97M-V/def2-TZVPD.

XYZ file:
```
10
Properties=species:S:1:pos:R:3:forces:R:3
C 1.4107 -0.5871 -0.5849 -0.51 -0.39 -2.43
C -0.7941 0.9251 0.6642 3.09 -0.07 -0.45
O 1.2649 0.4183 0.3209 -1.76 0.46 1.05
O -1.2154 -0.2297 0.6211 -1.46 -2.96 0.01
F -1.0291 1.6988 -0.3603 0.04 0.74 0.77
F -0.6080 1.4882 1.8307 -0.28 0.63 -0.91
I -3.2457 -1.0673 0.3765 1.13 0.87 0.12
H 2.0811 -0.2832 -1.4743 -0.69 -0.17 1.19
H 0.4080 -0.7239 -1.0768 0.57 -0.24 -0.02
H 1.7277 -1.6392 -0.3171 -0.15 1.13 0.67
```
Positions in Å, forces in eV/Å.

The energy above the lowest of the compared OMol25 structures with the same formula, charge and spin is 351.6 kJ/mol. Its largest force on an atom is 3.30 eV/Å. The calculation puts the total energy at -725.7448 hartree. As for the total charge: 0. Its HOMO energy (spin up / spin down) is -8.99 / -8.99 eV.

---

# 4
A structure of composition C2H9N2OPS. Source: the OMol25 dataset; level of theory: ωB97M-V/def2-TZVPD.

XYZ file:
```
16
Properties=species:S:1:pos:R:3:forces:R:3
C -1.3810 0.2726 0.9635 3.98 -1.38 0.80
C -0.9969 0.8175 -1.4290 -1.43 -0.35 0.19
N 1.5636 -0.9977 1.4522 0.01 1.81 -0.45
N -0.8684 -0.1696 -0.3842 3.77 0.98 2.21
O 1.5575 -1.5490 -1.0027 0.36 -0.96 0.55
P 1.3856 -0.2745 -0.0857 -3.74 -1.40 0.79
S 2.4178 1.2277 -0.5242 0.30 0.97 0.04
H -0.9578 -0.5367 1.6133 -1.19 0.34 -0.23
H -1.0231 1.1438 1.5845 0.09 0.14 -1.52
H -2.4059 0.2966 0.9857 -2.60 -0.20 -0.10
H -1.9647 1.2921 -1.2539 -0.29 0.07 -0.45
H -0.2973 1.6372 -1.4131 0.67 0.23 -0.20
H -1.0363 0.2520 -2.3665 0.22 0.59 -0.15
H 0.8632 -1.7343 1.5992 0.43 0.60 0.34
H 1.6788 -0.2493 2.2023 -0.48 -1.73 -1.24
H 1.4647 -1.4284 -1.9413 -0.11 0.30 -0.56
```
Positions in Å, forces in eV/Å.

The energy above the lowest of the compared OMol25 structures with the same formula, charge and spin is 172.6 kJ/mol. Its largest force on an atom is 4.48 eV/Å. The calculation puts the total energy at -1005.8808 hartree. As for the total charge: 0. Its HOMO energy is -8.62 eV.